1.
99
Properties=species:S:1:pos:R:3 method="wB97M-V/def2-TZVPD" energy_ev=-364187.8022 total_charge=-1 multiplicity=1 de_lowest_ev=0.467
Tl -0.11106 -0.68641 -2.12255
C 3.69000 -1.35148 -2.91536
C 3.09306 -0.32447 -3.91019
N 1.72071 -0.64717 -4.22410
C 1.48599 -1.64910 -5.24701
C 1.58116 -3.09736 -4.76907
S 0.33546 -3.49036 -3.48168
C 1.24930 -3.88754 -1.92851
C 2.63098 -3.25750 -1.71656
N 2.67234 -1.84880 -2.02043
H 4.10578 -2.19095 -3.48093
H 4.52660 -0.87580 -2.37815
H 3.10463 0.66277 -3.44495
H 3.73515 -0.30201 -4.80909
H 1.18997 0.17999 -4.46915
H 0.46344 -1.49486 -5.59229
H 2.17394 -1.52634 -6.10425
H 1.35247 -3.75464 -5.61026
H 2.56126 -3.36177 -4.38495
H 0.56552 -3.54139 -1.15146
H 1.33611 -4.97638 -1.87736
H 2.89532 -3.45407 -0.66444
H 3.36754 -3.79294 -2.32843
H 2.54381 -1.26287 -1.20650
Br -5.68278 0.19816 -6.88328
C -4.40212 0.61441 -5.54145
C -4.68066 1.56047 -4.57278
Br -6.34067 2.48317 -4.59611
C -3.73641 1.82735 -3.58414
Br -4.11857 3.12949 -2.24501
C -2.50383 1.17583 -3.48504
O -1.66127 1.41496 -2.55270
C -2.21703 0.17404 -4.50919
O -1.12651 -0.48605 -4.48854
C -3.17692 -0.03857 -5.50149
Br -2.70169 -1.33614 -6.81453
N 1.16834 2.50477 -2.31640
C 1.94444 3.17607 -1.40402
C 2.73360 4.26423 -1.78949
C 3.55034 4.90675 -0.88044
C 3.58921 4.48843 0.43964
C 2.83161 3.40026 0.83440
C 2.02046 2.73105 -0.06878
P 1.12903 1.19054 0.36051
C 2.00640 0.72818 1.91048
C 3.21610 0.06201 1.71264
C 3.93754 -0.43404 2.77983
C 3.45344 -0.28361 4.06950
C 2.25778 0.38136 4.27997
C 1.54129 0.89020 3.20929
C -0.48544 1.84272 0.92798
C -0.99945 3.04845 0.45955
C -2.29350 3.42787 0.76767
C -3.09280 2.60566 1.54211
C -2.59525 1.39834 2.00625
C -1.30385 1.01715 1.69722
H 0.30478 2.08361 -1.98607
H 1.03624 2.97032 -3.20209
H 2.70145 4.59822 -2.81825
H 4.15372 5.74524 -1.20114
H 4.20260 5.00876 1.15981
H 2.86198 3.06494 1.86150
H 3.59011 -0.05690 0.70262
H 4.87021 -0.95282 2.60718
H 4.00584 -0.68722 4.90638
H 1.85794 0.48344 5.27643
H 0.61494 1.41289 3.39535
H -0.39166 3.69767 -0.15292
H -2.68973 4.35739 0.38523
H -4.11006 2.89523 1.76132
H -3.22415 0.74572 2.59675
H -0.91977 0.06522 2.03817
C 0.84245 -2.71749 2.10915
C -0.53474 -2.55706 1.58293
N -0.84818 -2.22607 0.35739
C -2.20825 -2.15535 0.30632
C -2.72954 -2.45692 1.52480
N -1.65717 -2.72974 2.34282
C -1.71282 -3.04941 3.74342
N -1.59707 -1.87762 4.55684
N -0.39275 -1.44257 5.00711
N -0.52563 -0.31353 5.58193
C -1.82933 0.07059 5.52817
C -2.48639 1.21569 5.98525
C -3.84598 1.28685 5.77129
C -4.55119 0.26123 5.13409
C -3.92210 -0.87866 4.66556
C -2.55169 -0.95012 4.86026
H 1.53645 -2.34115 1.36357
H 1.06821 -3.76653 2.30883
H 0.97227 -2.15435 3.03446
H -2.71332 -1.88434 -0.59876
H -3.74126 -2.50712 1.87057
H -0.87763 -3.71024 3.99847
H -2.66752 -3.54297 3.96134
H -1.93863 2.00156 6.48049
H -4.39264 2.15662 6.10788
H -5.61668 0.36827 4.99116
H -4.47361 -1.66332 4.16839



2.
54
Properties=species:S:1:pos:R:3 method="wB97M-V/def2-TZVPD" energy_ev=-49392.1453 total_charge=-1 multiplicity=1
C 3.56355 -0.93313 -3.84099
C 3.68115 -0.56041 -2.37252
C 5.00048 -1.03518 -1.75330
O 3.62363 0.86931 -2.18810
C 2.42092 1.48339 -2.45522
O 2.38378 2.66600 -2.71109
C 1.20462 0.63333 -2.33694
C -0.00638 1.24025 -2.46938
C -1.28677 0.56148 -2.49143
C -1.51517 -0.66288 -3.16768
C -2.78239 -1.24003 -3.18065
C -3.84649 -0.62447 -2.50365
C -3.63623 0.58660 -1.83052
C -2.37892 1.17892 -1.84730
C 1.36057 -0.69797 -1.69672
O 0.44462 -1.31583 -1.18991
O 2.63013 -1.18577 -1.59207
H 2.60666 -0.59750 -4.25676
H 4.39228 -0.47092 -4.38994
H 3.64828 -2.02143 -3.93541
H 5.03273 -0.76122 -0.69393
H 5.07571 -2.12186 -1.84519
H 5.83985 -0.56863 -2.27537
H 0.01869 2.32280 -2.59094
H -0.68372 -1.13991 -3.68501
H -2.93928 -2.17759 -3.71696
H -4.83060 -1.09235 -2.48942
H -4.45347 1.07501 -1.29737
H -2.19635 2.12867 -1.34244
C -5.30240 2.02841 2.82442
C -4.30633 1.37122 1.90615
O -2.98072 1.65073 2.44767
C -2.00518 0.92553 1.83066
C -0.66448 1.42245 2.08189
S 0.56615 0.54175 1.39867
C 1.23434 -0.47427 2.73158
C 0.90590 -1.83132 2.70546
C 1.31237 -2.66098 3.74635
C 2.05455 -2.13261 4.80856
C 2.40450 -0.77731 4.81939
C 1.99689 0.05991 3.77086
O 1.64217 1.35900 0.78563
O -2.24146 -0.05567 1.12464
H -6.26777 2.11848 2.33241
H -5.44480 1.42633 3.72390
H -4.96441 3.02280 3.12331
H -4.45615 0.28558 1.84747
H -4.35502 1.80561 0.89688
H -0.47914 2.33485 2.62989
H 0.32481 -2.20457 1.86321
H 1.04099 -3.71498 3.71832
H 2.36531 -2.78304 5.62552
H 2.98901 -0.37158 5.64566
H 2.25901 1.11501 3.75771



3.
70
Properties=species:S:1:pos:R:3 method="wB97M-V/def2-TZVPD" energy_ev=-102182.8117 total_charge=-1 multiplicity=2 de_lowest_ev=0.044
Co 0.75384 -1.32491 -0.53389
C -0.87153 -1.77636 3.21014
C 0.54168 -1.46444 2.86194
N 1.02223 -1.19797 1.66620
C 2.36761 -0.95401 1.83433
C 2.68985 -1.05451 3.16073
N 1.52005 -1.38895 3.78778
C 3.90577 -0.85920 3.99214
O 4.98999 -0.48238 3.37352
O 3.82983 -1.03713 5.19214
C 3.23364 -0.62553 0.66220
O 4.42298 -0.30252 0.87303
O 2.67872 -0.67754 -0.46201
H -1.52360 -1.48383 2.39097
H -1.17642 -1.23576 4.10703
H -1.00531 -2.84419 3.39427
H 1.46212 -1.53706 4.78366
H 4.81048 -0.37202 2.36274
O 0.78578 -2.11573 -3.18323
C 0.85461 -1.17483 -2.42206
C 0.99723 0.21646 -3.06190
C 1.37294 0.31569 -4.39999
C 1.52981 1.55505 -4.99315
C 1.31024 2.71595 -4.25551
C 0.92583 2.62740 -2.92888
C 0.75785 1.37793 -2.33043
P 0.24764 1.14656 -0.59735
C 1.00858 2.58927 0.22810
C 0.28478 3.62029 0.82091
C 0.94380 4.65741 1.47006
C 2.32861 4.67351 1.53195
C 3.05735 3.64991 0.93936
C 2.40449 2.61338 0.29287
C -1.53739 1.55902 -0.57966
C -2.25529 2.06460 -1.65914
C -3.63505 2.21481 -1.58004
C -4.31249 1.87170 -0.41914
C -3.60437 1.37841 0.66998
C -2.23097 1.21621 0.58335
H 1.54685 -0.60362 -4.94462
H 1.83516 1.62574 -6.03001
H 1.44641 3.68699 -4.71547
H 0.76692 3.52882 -2.34729
H -0.79708 3.61835 0.77813
H 0.36980 5.45386 1.92721
H 2.84035 5.47933 2.04274
H 4.13853 3.64907 0.98723
H 2.98206 1.82146 -0.16905
H -1.73881 2.32245 -2.57530
H -4.18175 2.59961 -2.43185
H -5.38780 1.98137 -0.36324
H -4.12624 1.10379 1.57811
H -1.67905 0.80399 1.42221
N 0.88596 -7.24576 1.91389
C 0.78287 -6.51785 1.01593
N 0.59609 -5.77612 -0.05509
C 0.96061 -4.53678 -0.08830
N 1.21215 -3.40601 -0.21254
N -6.47588 -2.96331 -0.62374
C -5.34555 -2.75964 -0.66091
C -3.93125 -2.48646 -0.69602
C -3.06873 -3.09960 0.20297
C -1.72551 -2.77117 0.15326
N -1.22502 -1.88234 -0.70907
C -2.05581 -1.33968 -1.60224
C -3.41259 -1.60192 -1.63170
H -3.42882 -3.82066 0.92262
H -1.00602 -3.23564 0.81216
H -1.61657 -0.66276 -2.32189
H -4.04722 -1.12020 -2.36111



4.
10
Properties=species:S:1:pos:R:3 method="wB97M-V/def2-TZVPD" energy_ev=-4127.3198 total_charge=0 multiplicity=2 de_lowest_ev=1.657
N -0.76525 -0.96437 1.09150
H -1.13195 -0.76494 2.02000
H -1.49755 -1.18646 0.43107
H -0.24827 0.01375 0.64123
H -0.04403 -1.64767 1.29405
C 0.84938 0.67847 -1.48794
N 0.41143 0.93392 -0.23088
H 0.68467 -0.29055 -1.93192
H 1.40851 1.40681 -2.06541
H 0.33308 1.82105 0.23831